The following is a DFT calculation (wB97M-V/def2-TZVPD) of one molecule with the formula C6H2.

Results
LUMO energy (alpha / beta) (eV): -1.86 / -1.88
Energy (Eh): -229.4113
Energy above the lowest of the compared OMol25 structures with the same formula, charge and spin (kJ/mol): 593.62
Charge: 0
Maximum force (eV/Å): 3.4
HOMO-LUMO gap (alpha / beta) (eV): 7.05 / 6.77

Last column: natural (NBO) charge in e.
Atoms and positions in Å:
C1 1.7974 2.0871 2.9389  0.03
C2 0.8894 1.1077 3.3056  -0.11
C3 1.3573 1.3616 1.8140  -0.05
C4 -0.2481 1.2307 2.2187  0.17
C5 0.3620 0.7891 1.0343  -0.18
C6 -0.0922 0.1345 -0.0689  -0.31
H1 -1.1759 0.1899 -0.1317  0.21
H2 0.3312 -0.5854 -0.7537  0.23

---

The following is a DFT calculation (wB97M-V/def2-TZVPD) of C6H20AgBO4S2 as an isolated structure.

Results
LUMO energy (eV): 3.36
Energy (Eh): -1509.2525
Energy above the lowest of the compared OMol25 structures with the same formula, charge and spin (kJ/mol): 491.51
Charge: -2
Maximum force (eV/Å): 4.7
HOMO-LUMO gap (eV): 2.25

Last column: natural (NBO) charge in e.
Atoms and positions in Å:
Ag1 0.4439 0.1500 -1.7922  0.38
O1 3.8350 -0.5544 -3.0458  -0.78
C1 4.0051 -1.9826 -3.2317  -0.11
C2 2.9740 -2.6761 -4.2280  -0.09
O2 2.4623 -1.9189 -5.3381  -0.81
H1 3.9551 -2.5221 -2.2859  0.09
H2 5.0090 -2.0467 -3.6515  0.12
H3 2.0742 -2.9199 -3.6631  0.12
H4 3.4590 -3.6188 -4.4811  0.07
B1 -1.9631 0.1821 -4.9409  -0.85
H5 -2.2108 1.0933 -5.4629  -0.05
H6 -0.8873 0.1709 -4.8576  -0.01
H7 -2.3234 0.1699 -3.9239  -0.06
H8 -2.3340 -0.6531 -5.5146  -0.04
C3 1.1054 3.7999 3.8679  -0.81
S1 2.4466 3.6395 2.5566  1.18
O3 1.8548 2.8885 1.3488  -0.92
C4 3.4875 2.3461 3.3881  -0.82
H9 0.4922 2.8989 3.8816  0.24
H10 0.4863 4.6789 3.6879  0.23
H11 1.4971 3.8513 4.8837  0.21
H12 4.0154 2.8433 4.2019  0.20
H13 4.2582 1.7906 2.8537  0.26
H14 2.9346 1.6400 4.0075  0.22
C5 -4.1271 -0.2892 2.9808  -0.84
S2 -4.0768 -0.6722 1.2206  1.22
O4 -2.6000 -0.8746 0.7680  -0.93
C6 -4.4169 -2.4037 1.6623  -0.82
H15 -3.8858 0.7121 3.3377  0.23
H16 -3.3949 -0.8623 3.5496  0.23
H17 -5.1648 -0.4535 3.2710  0.21
H18 -3.6675 -2.8971 2.2812  0.24
H19 -4.2914 -2.9282 0.7151  0.25
H20 -5.4520 -2.5819 1.9534  0.21

---

The following is a DFT calculation (wB97M-V/def2-TZVPD) of C6H20Cl2CrO6S as an isolated structure.

Results
LUMO energy (alpha / beta) (eV): 0.31 / 0.30
Energy (Eh): -3055.1275
Energy above the lowest of the compared OMol25 structures with the same formula, charge and spin (kJ/mol): 15.47
Charge: 0
Maximum force (eV/Å): 1.8
2S+1: 5
HOMO-LUMO gap (alpha / beta) (eV): 7.75 / 9.08

Last column: natural (NBO) charge in e.
Atoms and positions in Å:
Cr1 -0.5062 1.4043 0.0423  1.17
Cl1 1.4875 2.1510 -1.1318  -0.71
Cl2 -2.4721 0.3132 1.2883  -0.76
O1 2.5954 -1.8788 1.0797  -0.91
S1 1.1757 -1.7213 0.8189  2.38
O2 0.5939 -0.4043 0.8040  -0.94
O3 0.7976 -2.4067 -0.5848  -0.72
C1 1.7236 -3.3919 -1.0849  -0.08
C2 1.1000 -4.1277 -2.2558  -0.63
C3 0.1984 -2.7869 1.9086  -0.86
H1 2.1332 -4.0470 -0.3177  0.20
H2 2.5846 -2.8407 -1.4779  0.20
H3 0.7034 -5.0932 -1.9276  0.21
H4 1.8457 -4.3692 -3.0103  0.22
H5 0.2875 -3.5663 -2.7112  0.23
H6 0.4001 -3.8222 1.6631  0.24
H7 -0.8180 -2.4841 1.6418  0.27
H8 0.3651 -2.5155 2.9461  0.25
C4 -0.7197 -0.3299 -2.5605  -0.26
O4 -1.3067 0.7383 -1.8005  -0.72
H9 -0.8952 -1.2738 -2.0533  0.19
H10 -1.0890 -0.3797 -3.5835  0.18
H11 0.3571 -0.1566 -2.6149  0.21
H12 -1.8892 1.1897 -2.4149  0.50
C5 -2.3364 4.2386 0.7028  -0.24
O5 -1.8440 3.2272 -0.1735  -0.74
H13 -1.6759 5.1137 0.6642  0.17
H14 -3.3528 4.5399 0.4603  0.18
H15 -2.2241 3.8498 1.7110  0.20
H16 -1.7249 3.5867 -1.0596  0.48
C6 1.0360 3.1014 2.5025  -0.25
O6 0.0187 2.2631 1.9298  -0.73
H17 1.6637 3.4752 1.6973  0.22
H18 0.5965 3.9695 2.9979  0.17
H19 1.6380 2.5286 3.2057  0.18
H20 -0.4476 1.9054 2.6985  0.50

---

The following is a DFT calculation (wB97M-V/def2-TZVPD) of C6H20IO6 as an isolated structure.

Results
LUMO energy (eV): 2.93
Energy (Eh): -989.5561
Energy above the lowest of the compared OMol25 structures with the same formula, charge and spin (kJ/mol): 665.79
Charge: -1
Maximum force (eV/Å): 6.9
HOMO-LUMO gap (eV): 7.84

Last column: natural (NBO) charge in e.
Atoms and positions in Å:
I1 0.5676 -0.2784 -0.0939  -0.40
C1 -0.4013 -3.3581 -1.2950  -0.25
O1 -0.8558 -2.5385 -0.3332  -0.78
H1 -0.7631 -4.3862 -1.2777  0.16
H2 -0.4544 -2.8981 -2.2817  0.15
H3 0.6317 -3.4923 -0.9740  0.15
H4 -0.3612 -1.7172 -0.3828  0.39
C2 -0.3376 2.8613 -0.2272  -0.27
O2 -1.2030 1.8202 -0.7831  -0.79
H5 0.5631 2.9979 -0.8257  0.17
H6 -0.8888 3.7992 -0.1594  0.18
H7 -0.0278 2.5698 0.7764  0.17
H8 -0.6843 1.0157 -0.8564  0.44
C3 3.4132 0.7372 0.0660  -0.11
C4 2.8022 1.9242 0.8184  -0.10
O3 3.6020 3.0632 0.6346  -0.74
O4 2.9543 0.8346 -1.2866  -0.78
H9 3.0676 -0.1958 0.5112  0.18
H10 4.5016 0.7168 0.0101  0.18
H11 2.8439 1.6802 1.8799  0.15
H12 1.8060 2.2124 0.4826  0.20
H13 3.6346 3.6055 1.4261  0.46
H14 2.0102 0.6617 -1.2645  0.45
C5 -3.3247 -1.2895 0.0131  -0.08
C6 -2.3044 -0.4584 0.7884  -0.14
O5 -1.3985 -1.4207 1.3091  -0.75
O6 -3.9607 -2.3151 0.7784  -0.76
H15 -2.7859 -1.7885 -0.7924  0.18
H16 -4.1465 -0.7226 -0.4242  0.15
H17 -2.8558 0.1161 1.5327  0.15
H18 -1.7832 0.1882 0.0824  0.20
H19 -0.5703 -1.0613 0.9828  0.38
H20 -3.2908 -2.8835 1.1656  0.48

---

The following is a DFT calculation (wB97M-V/def2-TZVPD) of a 2-piece molecular cluster, C6H20N3O3Si overall.

Results
LUMO energy (alpha / beta) (eV): -2.42 / -6.80
Energy (Eh): -919.6636
Charge: +1
Maximum force (eV/Å): 9.4
2S+1: 3
HOMO-LUMO gap (alpha / beta) (eV): 4.90 / 6.24

Last column: natural (NBO) charge in e.
Atoms and positions in Å:
C1 -1.6958 1.8991 -0.0562  -0.64
C2 3.2925 1.8127 -0.2274  -0.24
C3 -4.6981 -0.6131 -1.1375  -0.24
C4 2.9484 -2.3038 1.5344  -0.26
C5 -0.3282 1.3727 0.0912  -0.04
C6 -0.1552 -0.1347 -0.0511  -0.41
N1 -0.1003 0.7169 1.3926  -0.55
N2 2.5414 -0.8646 -1.6415  -1.33
N3 -1.1616 -0.9903 -0.3706  -0.51
O1 2.3925 1.0100 0.3643  -0.93
O2 -4.1093 -0.3706 0.1339  -0.77
O3 1.8787 -1.5796 0.9396  -0.92
Si1 1.8475 -0.4490 -0.1622  2.19
H1 -2.4527 1.3516 0.6110  0.23
H2 -1.9855 1.6879 -1.1292  0.24
H3 -1.6435 2.9066 0.1370  0.24
H4 3.5544 2.6243 0.5060  0.19
H5 2.9446 2.2542 -1.1256  0.17
H6 4.2232 1.1371 -0.3660  0.19
H7 -5.1623 -1.5656 -1.0120  0.19
H8 -3.8250 -0.6095 -1.7563  0.17
H9 -5.3048 0.2003 -1.4010  0.19
H10 3.4022 -1.8549 2.3619  0.19
H11 3.8023 -2.6358 0.9465  0.19
H12 2.4995 -3.1890 2.0484  0.20
H13 0.3792 2.1553 -0.3970  0.28
H14 -4.8808 -0.4571 0.7834  0.49
H15 0.8583 0.7665 1.6985  0.45
H16 2.2198 -0.3797 -2.4935  0.42
H17 2.7240 -1.8225 -1.8046  0.41
H18 -0.9019 0.7414 2.0344  0.41
H19 -0.9016 -1.9968 -0.3518  0.42
H20 -2.2020 -0.8198 -0.0995  0.43

---

The following is a DFT calculation (wB97M-V/def2-TZVPD) of C6H20N3PdS as an isolated structure.

Results
LUMO energy (alpha / beta) (eV): -2.77 / -6.54
Energy (Eh): -930.4264
Energy above the lowest of the compared OMol25 structures with the same formula, charge and spin (kJ/mol): 35.28
Charge: +1
Maximum force (eV/Å): 4.7
2S+1: 5
HOMO-LUMO gap (alpha / beta) (eV): 5.63 / 5.29

Last column: natural (NBO) charge in e.
Atoms and positions in Å:
C1 -1.6266 -1.2114 -3.2987  -0.88
Pd1 0.0256 0.7062 -1.7181  0.59
N1 1.4433 0.8908 -3.3334  -1.07
H1 -1.6649 0.2172 -1.9713  -0.07
H2 -1.9602 -1.1510 -2.3618  0.24
H3 -2.2880 -2.0448 -3.3574  0.27
H4 -0.5540 -1.5431 -3.1462  0.22
H5 -1.8363 -0.4120 -4.0094  0.25
H6 2.3087 0.4090 -3.0356  0.41
H7 1.6119 1.8993 -3.3698  0.41
H8 1.1824 0.5580 -4.2832  0.41
C2 -1.8718 1.6355 1.2896  -0.41
N2 -0.8889 0.6274 1.6760  -0.41
C3 -1.4037 -0.5301 2.4071  -0.41
C4 0.3333 0.6082 1.0849  -0.04
S1 0.8760 1.9354 0.1361  0.25
N3 1.1641 -0.4292 1.4409  -0.43
C5 1.4679 -0.5003 2.9021  -0.43
C6 2.3003 -0.7320 0.5971  -0.41
H9 -2.6587 1.6431 2.0629  0.23
H10 -2.3019 1.3568 0.3250  0.19
H11 -1.4056 2.6174 1.2214  0.21
H12 -1.0512 -1.4533 1.9550  0.22
H13 -1.1239 -0.5083 3.4717  0.21
H14 -2.5042 -0.4870 2.3560  0.22
H15 1.1501 -1.4814 3.2666  0.21
H16 2.5463 -0.4101 3.0831  0.21
H17 0.9617 0.2795 3.4830  0.22
H18 1.9224 -1.1078 -0.3581  0.19
H19 2.9532 0.1375 0.3895  0.18
H20 2.8929 -1.5195 1.0949  0.23

---

The following is a DFT calculation (wB97M-V/def2-TZVPD) of a 3-piece molecular cluster, C6H20N5OP overall.

Results
LUMO energy (eV): -5.10
Energy (Eh): -930.3085
Energy above the lowest of the compared OMol25 structures with the same formula, charge and spin (kJ/mol): 282.21
Charge: +2
Maximum force (eV/Å): 4.6
HOMO-LUMO gap (eV): 7.68

Last column: natural (NBO) charge in e.
Atoms and positions in Å:
C1 4.1854 0.1750 0.9293  0.21
C2 3.7053 2.1150 -0.3101  -0.25
C3 1.9458 0.2640 0.3428  -0.22
C4 5.2008 1.9525 -0.2530  -0.26
C5 0.8228 1.3453 0.5658  -0.07
C6 -10.4212 -1.0294 -0.5642  0.40
N1 -10.4624 -2.2971 -0.4324  -0.68
N2 -10.4482 -0.1415 0.4478  -0.71
N3 3.3168 0.8727 0.2958  -0.42
N4 3.9892 -2.6954 -0.9036  -1.14
N5 5.4215 1.0179 0.9252  -0.58
O1 -0.4075 0.6947 0.6059  -0.70
P1 5.2553 -1.6195 -0.5383  0.58
H1 3.3154 2.9363 0.2033  0.22
H2 3.1895 2.1996 -1.2994  0.24
H3 1.8508 -0.4426 1.1055  0.23
H4 1.6841 -0.2831 -0.6085  0.21
H5 5.5539 2.9619 -0.0857  0.24
H6 5.5147 1.6052 -1.2082  0.25
H7 0.7545 2.0810 -0.2301  0.18
H8 0.8927 1.8695 1.5190  0.17
H9 -10.5675 -0.7869 -1.6547  0.25
H10 -10.4926 -2.8437 -1.2418  0.43
H11 -10.3648 -2.9424 0.3176  0.44
H12 -10.2297 -0.5795 1.3489  0.42
H13 -10.3515 0.8550 0.3406  0.45
H14 4.1649 -3.6848 -0.9535  0.42
H15 3.3568 -2.2458 -1.5918  0.40
H16 5.5451 1.5963 1.6990  0.44
H17 6.3234 0.4493 0.7680  0.46
H18 -0.4780 0.1427 1.5041  0.47
H19 6.2140 -2.3891 -0.0105  -0.01
H20 6.0706 -1.5721 -1.6395  -0.07